(1)
A 2-piece molecular cluster, C30H60FIN4O5PS2 overall. Source: the OMol25 dataset; level of theory: ωB97M-V/def2-TZVPD.

```
104
Properties=species:S:1:pos:R:3:lowdin_charge:R:1
C 1.738 6.268 -0.008 0.10
C 2.287 4.990 0.316 -0.07
C 2.793 3.526 0.772 -0.17
C 1.791 2.596 1.715 -0.27
S 2.307 3.292 3.432 0.78
C 1.231 2.821 4.856 -0.18
O 2.365 4.858 3.453 -0.36
O 3.778 2.854 3.806 -0.43
C 2.130 1.002 1.726 -0.15
C 3.507 0.540 0.884 -0.09
C 4.257 -0.770 1.622 -0.65
O 4.209 -2.018 1.126 -0.10
I 5.376 -0.317 3.472 0.89
N 1.050 -0.026 1.523 -0.03
O 0.629 -0.712 2.579 -0.11
C 0.223 -0.169 3.791 -0.22
C -0.443 -1.422 4.695 -0.05
C -0.043 0.260 0.452 -0.25
C -1.502 -0.416 0.912 -0.10
C -1.502 -2.093 0.887 -0.13
C -2.457 -2.610 2.160 -0.14
F -1.925 -3.905 2.645 -0.13
N 0.321 -0.499 -0.815 -0.04
C -0.655 -0.537 -1.915 -0.26
C 0.118 -1.270 -3.210 -0.08
C -0.130 1.835 0.016 -0.41
N 0.721 2.243 -1.160 0.04
P -1.894 2.479 -0.473 0.46
S -1.852 4.021 -1.697 0.20
C 0.206 2.707 1.413 -0.24
O -0.459 3.955 1.267 -0.22
C -0.859 4.706 2.416 -0.14
C -2.445 4.506 2.913 -0.27
C -2.765 3.010 3.494 -0.10
C -3.521 5.097 1.829 -0.37
C -3.811 6.684 2.175 -0.11
C -4.953 4.312 1.746 -0.11
H 1.218 7.339 -0.075 0.08
H 3.105 2.989 -0.248 0.12
H 3.835 3.679 1.336 0.14
H 0.103 2.583 4.616 0.05
H 1.773 1.945 5.450 0.10
H 1.208 3.734 5.623 0.12
H 2.553 0.787 2.828 0.12
H 3.218 0.226 -0.208 0.12
H 4.363 1.335 0.914 0.13
H 1.591 -0.816 1.020 0.21
H -0.595 0.662 3.856 0.11
H 1.191 0.101 4.440 0.13
H -0.427 -2.438 4.113 0.09
H 0.194 -1.608 5.686 0.10
H -1.526 -1.111 5.078 0.10
H -1.860 -0.009 1.976 0.11
H -2.392 -0.182 0.192 0.10
H -2.012 -2.535 -0.067 0.11
H -0.415 -2.517 0.972 0.12
H -2.608 -1.792 2.982 0.10
H -3.547 -2.845 1.733 0.14
H 1.318 -0.395 -1.087 0.10
H -1.619 -1.223 -1.753 0.13
H -1.062 0.463 -2.351 0.09
H 1.284 -1.260 -3.104 0.08
H -0.194 -0.712 -4.217 0.10
H -0.272 -2.389 -3.351 0.08
H 0.269 2.138 -2.084 0.06
H 1.630 1.744 -1.222 0.07
H -2.678 2.701 0.714 -0.02
H -2.634 1.453 -1.224 0.00
H -0.358 2.089 2.260 0.13
H -0.230 4.634 3.392 0.11
H -0.821 5.862 2.109 0.16
H -2.527 5.232 3.859 0.15
H -3.873 2.869 3.870 0.09
H -2.469 2.119 2.798 0.04
H -2.090 2.889 4.472 0.08
H -2.969 5.078 0.772 0.09
H -2.794 7.264 2.098 0.08
H -4.195 6.839 3.286 0.10
H -4.625 7.151 1.471 0.09
H -5.415 4.050 2.792 0.08
H -4.901 3.384 1.005 0.08
H -5.720 5.066 1.229 0.10
C 1.166 -5.274 -3.284 -0.10
C 0.512 -5.666 -4.605 -0.27
N 1.387 -5.510 -5.772 -0.19
C 0.673 -5.619 -7.049 -0.25
C 0.033 -6.961 -7.387 -0.09
C 2.673 -6.208 -5.717 -0.25
C 2.650 -7.720 -5.525 -0.09
H 1.551 -4.249 -3.321 0.06
H 0.429 -5.325 -2.476 0.07
H 1.987 -5.946 -3.018 0.07
H -0.363 -5.016 -4.731 0.11
H 0.131 -6.690 -4.520 0.10
H 1.347 -5.333 -7.867 0.11
H -0.117 -4.856 -7.061 0.11
H 0.779 -7.700 -7.688 0.06
H -0.649 -6.838 -8.236 0.07
H -0.551 -7.368 -6.558 0.07
H 3.266 -5.771 -4.903 0.10
H 3.253 -5.977 -6.619 0.12
H 1.937 -8.038 -4.759 0.07
H 3.640 -8.066 -5.211 0.07
H 2.414 -8.241 -6.456 0.06
```

Computed properties:
Highest occupied orbital energy, eV: -9.660
Frontier orbital gap, eV: 6.17
Charge: +1
Total energy, eV: -90030.7221


(2)
One molecule with the formula C2H2N4O2. Source: the OMol25 dataset; level of theory: ωB97M-V/def2-TZVPD.

```
10
Properties=species:S:1:pos:R:3:lowdin_charge:R:1
H -2.474 -1.565 -0.207 0.06
N -2.339 -0.540 -0.101 0.17
C -1.086 -0.047 0.074 -0.41
N -1.087 1.349 0.225 0.05
N -0.091 1.968 -0.073 0.09
N 1.342 1.329 0.041 0.17
C 1.193 0.121 0.146 -0.60
O 2.369 -0.517 -0.022 0.06
O 0.101 -0.576 0.397 0.15
H 2.072 -1.521 -0.479 0.25
```

Computed properties:
Highest occupied orbital energy, eV: -9.841
SMILES string: [H]/N=c1/nnnc(O)o1
Frontier orbital gap, eV: 9.12
Energy above the lowest of the compared OMol25 structures with the same formula, charge and spin, eV: 6.011
Total energy, eV: -12156.7366


(3)
A 9-piece molecular cluster, C31H67N5O9 overall. Source: the OMol25 dataset; level of theory: ωB97M-V/def2-TZVPD.

```
112
Properties=species:S:1:pos:R:3:lowdin_charge:R:1
C 1.476 -6.427 -7.053 -0.03
N 0.633 -7.166 -7.993 -0.22
C 1.128 -7.350 -9.323 -0.08
C -0.682 -7.363 -7.746 -0.32
O -1.235 -7.018 -6.688 -0.02
H 1.891 -5.544 -7.538 0.09
H 2.316 -7.097 -6.872 0.09
H 0.916 -6.107 -6.175 0.09
H 1.116 -6.448 -9.935 0.09
H 2.110 -7.776 -9.116 0.09
H 0.598 -8.139 -9.857 0.09
H -1.202 -7.850 -8.586 0.13
C -8.724 -2.988 0.894 -0.07
N -8.123 -1.744 1.317 -0.19
C -7.389 -1.721 2.587 -0.03
C -8.274 -0.683 0.506 -0.33
O -7.728 0.444 0.551 -0.03
H -9.270 -3.430 1.729 0.08
H -7.953 -3.755 0.823 0.08
H -9.294 -2.988 -0.035 0.09
H -6.747 -2.589 2.734 0.08
H -6.776 -0.838 2.768 0.09
H -8.093 -1.786 3.417 0.09
H -8.880 -0.931 -0.380 0.13
C 5.521 -8.750 -1.759 -0.06
N 6.567 -8.161 -2.591 -0.22
C 6.864 -6.826 -2.216 -0.05
C 7.085 -8.802 -3.630 -0.36
O 7.818 -8.326 -4.488 0.01
H 5.930 -9.042 -0.792 0.09
H 5.138 -9.712 -2.099 0.08
H 4.667 -8.077 -1.674 0.09
H 5.951 -6.255 -2.388 0.09
H 7.027 -6.837 -1.138 0.09
H 7.756 -6.527 -2.766 0.10
H 6.706 -9.835 -3.608 0.13
C -1.331 8.665 0.328 -0.08
N -1.254 9.397 1.572 -0.21
C -0.180 9.031 2.443 -0.05
C -2.218 10.274 1.872 -0.35
O -2.281 10.876 2.928 0.02
H -1.809 7.687 0.382 0.09
H -0.305 8.466 0.018 0.09
H -1.850 9.128 -0.512 0.08
H -0.042 7.951 2.409 0.09
H 0.754 9.530 2.184 0.10
H -0.478 9.173 3.482 0.09
H -2.837 10.399 0.971 0.13
C -2.461 1.269 9.403 -0.09
N -3.023 0.090 9.951 -0.19
C -4.025 0.216 10.999 -0.03
C -2.567 -1.081 9.532 -0.35
O -2.815 -2.146 10.088 0.00
H -2.395 2.096 10.110 0.09
H -2.925 1.752 8.543 0.09
H -1.437 1.091 9.074 0.09
H -4.859 0.872 10.750 0.09
H -4.418 -0.756 11.298 0.09
H -3.607 0.734 11.862 0.09
H -1.872 -0.995 8.682 0.14
C 8.780 0.048 0.374 -0.16
C 10.239 -0.237 0.088 -0.18
C 10.385 0.124 -1.373 -0.20
O 9.358 1.091 -1.603 -0.16
C 8.160 0.577 -0.992 -0.17
H 8.746 0.862 1.099 0.10
H 8.245 -0.824 0.749 0.10
H 10.401 -1.303 0.248 0.10
H 10.941 0.251 0.764 0.11
H 10.108 -0.687 -2.046 0.11
H 11.361 0.455 -1.728 0.12
H 7.728 -0.253 -1.550 0.10
H 7.300 1.224 -0.821 0.11
C 0.045 0.803 0.345 -0.17
C 0.425 -0.595 -0.052 -0.20
C -0.196 -1.451 1.067 -0.20
O 0.103 -0.657 2.228 -0.14
C 0.245 0.722 1.853 -0.20
H -0.989 0.879 0.008 0.12
H 0.671 1.619 -0.016 0.11
H 1.487 -0.839 -0.077 0.11
H 0.129 -1.027 -1.008 0.11
H 0.124 -2.488 0.968 0.11
H -1.267 -1.625 0.961 0.11
H 1.282 0.984 2.061 0.12
H -0.423 1.399 2.385 0.12
C -9.674 6.025 5.666 -0.21
C -8.442 6.790 5.392 -0.19
C -7.332 5.786 5.843 -0.18
O -7.969 5.218 6.975 -0.16
C -9.395 5.389 7.034 -0.18
H -9.865 5.198 4.982 0.12
H -10.530 6.696 5.728 0.11
H -8.517 7.746 5.912 0.11
H -8.365 7.092 4.348 0.11
H -6.457 6.308 6.230 0.11
H -7.039 5.213 4.963 0.11
H -9.561 6.228 7.710 0.12
H -9.984 4.478 7.142 0.12
C 3.400 1.554 -9.252 -0.20
C 4.352 0.475 -9.370 -0.21
C 4.955 0.508 -7.989 -0.19
O 3.773 0.552 -7.150 -0.12
C 3.015 1.557 -7.763 -0.23
H 2.517 1.447 -9.883 0.12
H 3.890 2.512 -9.422 0.12
H 5.066 0.599 -10.184 0.12
H 3.914 -0.510 -9.530 0.12
H 5.647 1.335 -7.825 0.12
H 5.537 -0.371 -7.714 0.12
H 3.112 2.537 -7.294 0.12
H 1.954 1.311 -7.732 0.11
```

Computed properties:
Highest occupied orbital energy, eV: -9.257
SMILES string: CN(C)C=O.CN(C)C=O.CN(C)C=O.CN(C)C=O.CN(C)C=O.C1CCOC1.C1CCOC1.C1CCOC1.C1CCOC1
Frontier orbital gap, eV: 9.63
Energy above the lowest of the compared OMol25 structures with the same formula, charge and spin, eV: 2.563
Total energy, eV: -59106.0565


(4)
One molecule with the formula C5H11N3Si. Source: the OMol25 dataset; level of theory: ωB97M-V/def2-TZVPD.

```
20
Properties=species:S:1:pos:R:3:lowdin_charge:R:1
C -0.942 1.540 0.685 -0.18
Si -0.327 0.262 -0.518 0.53
C 1.026 1.043 -1.550 -0.18
C -1.835 -0.235 -1.534 -0.17
N 0.433 -1.044 0.501 -0.15
C 1.789 -1.261 0.690 -0.20
N 1.989 -1.791 1.867 0.06
C 0.782 -1.879 2.443 -0.23
N -0.155 -1.412 1.651 0.02
H -1.751 1.327 1.361 0.03
H -1.286 2.376 0.086 0.03
H -0.082 1.782 1.293 0.03
H 1.787 1.473 -0.915 0.03
H 0.545 1.872 -2.065 0.03
H 1.410 0.258 -2.249 0.05
H -2.645 0.511 -1.583 0.04
H -1.559 -0.469 -2.554 0.02
H -2.273 -1.097 -1.025 0.03
H 2.567 -0.913 0.033 0.11
H 0.527 -2.345 3.380 0.10
```

Computed properties:
Highest occupied orbital energy, eV: -9.776
SMILES string: C[Si](C)(C)n1cncn1
Frontier orbital gap, eV: 10.54
Energy above the lowest of the compared OMol25 structures with the same formula, charge and spin, eV: 0.000
Total energy, eV: -17712.3468


Question: The lowest highest occupied orbital energy belongs to which entry?
Answer: C2H2N4O2


Question: Which formula does entry 2 have?
Answer: C2H2N4O2


Question: Number 1 is which compound?
Answer: C30H60FIN4O5PS2


Question: The highest highest occupied orbital energy belongs to which entry?
Answer: C31H67N5O9